{"formula": "ClH2NOS2", "method": "ωB97M-V/def2-TZVPD", "homo_ev": -9.5789, "mol_weight_g_mol": 131.6, "symbols": ["N", "O", "S", "S", "Cl", "H", "H"], "positions_angstrom": [[-0.412, -0.986, -0.127], [-1.545, -2.091, 1.503], [0.581, 2.334, 0.324], [-1.343, -2.110, 0.069], [2.175, 2.424, -1.010], [0.034, -0.691, -1.036], [0.510, 1.119, 0.277]]}

{"formula": "C4H14N2O", "method": "ωB97M-V/def2-TZVPD", "homo_ev": [-22.7413, -22.7308], "multiplicity": 2, "s2": 0.7524, "mol_weight_g_mol": 106.2, "charge": 3, "symbols": ["C", "C", "C", "C", "N", "N", "H", "H", "H", "H", "H", "H", "H", "H", "H", "H", "H", "H", "H", "H", "O"], "positions_angstrom": [[-0.569, -0.767, -1.432], [-0.150, 0.285, -0.446], [-0.948, 0.214, 0.837], [-2.246, 0.655, 0.927], [-0.089, -0.027, 2.057], [0.396, -0.943, -2.577], [-0.623, -1.654, -0.769], [-1.584, -0.693, -1.809], [0.923, 0.323, -0.160], [-0.170, 1.336, -0.847], [-2.770, 0.768, 1.874], [-2.834, 1.042, 0.087], [-0.022, 0.904, 2.505], [0.821, -0.502, 1.952], [-0.560, -0.654, 2.732], [1.198, -1.553, -2.404], [-0.134, -1.276, -3.401], [0.621, -0.023, -3.017], [2.802, 1.654, 1.258], [3.372, 0.188, 1.268], [2.567, 0.722, 1.368]]}

{"formula": "C4H11NO3", "method": "ωB97M-V/def2-TZVPD", "homo_ev": -9.9910, "smiles": "C[C@@H](CO)NC=O.O", "mol_weight_g_mol": 121.1, "symbols": ["C", "C", "C", "O", "N", "C", "O", "H", "H", "H", "H", "H", "H", "H", "H", "H", "O", "H", "H"], "positions_angstrom": [[0.647, -0.364, 1.841], [-0.665, -0.342, 1.042], [-1.023, 1.082, 0.597], [-2.412, 1.128, 0.271], [-0.651, -1.268, -0.123], [0.424, -1.566, -0.885], [1.476, -0.993, -0.990], [0.568, -1.102, 2.634], [0.817, 0.640, 2.225], [1.490, -0.506, 1.170], [-1.533, -0.625, 1.632], [-0.950, 1.736, 1.467], [-0.455, 1.419, -0.275], [-2.627, 1.240, -0.640], [-1.480, -1.843, -0.195], [0.030, -2.313, -1.630], [2.172, 1.596, -2.730], [2.629, 0.973, -2.157], [1.544, 1.108, -3.253]]}

{"formula": "C9H14", "method": "ωB97M-V/def2-TZVPD", "homo_ev": [-14.3030, -14.3025], "multiplicity": 2, "s2": 0.7681, "mol_weight_g_mol": 122.2, "charge": 1, "symbols": ["C", "C", "C", "C", "C", "C", "C", "H", "H", "H", "H", "H", "H", "H", "H", "C", "C", "H", "H", "H", "H", "H", "H"], "positions_angstrom": [[0.381, -1.976, -1.606], [2.491, 1.004, 0.570], [2.345, -0.295, 1.122], [1.765, 1.372, -0.576], [1.675, -1.267, 0.447], [1.004, 0.443, -1.209], [0.988, -0.933, -0.740], [3.080, 1.773, 1.054], [2.847, -0.595, 2.031], [1.806, 2.358, -1.008], [1.691, -2.257, 0.892], [0.374, 0.696, -2.046], [-0.523, -1.599, -2.084], [0.094, -2.809, -0.963], [1.068, -2.345, -2.369], [-3.078, 0.357, 0.371], [-2.258, 1.190, 1.318], [-3.823, 0.937, -0.206], [-2.467, -0.022, -0.447], [-3.646, -0.432, 0.870], [-1.393, 0.645, 1.705], [-2.752, 1.782, 2.076], [-1.670, 1.973, 0.798]]}

{"formula": "C5H14S2", "method": "ωB97M-V/def2-TZVPD", "homo_ev": -8.7918, "smiles": "CCCS.CCS", "mol_weight_g_mol": 138.3, "symbols": ["C", "C", "C", "S", "H", "H", "H", "H", "H", "H", "H", "H", "C", "C", "S", "H", "H", "H", "H", "H", "H"], "positions_angstrom": [[-1.209, -2.335, 1.433], [0.237, -1.934, 1.698], [1.005, -1.721, 0.397], [2.773, -1.369, 0.674], [-1.805, -2.317, 2.343], [-1.272, -3.338, 1.014], [-1.668, -1.655, 0.707], [0.277, -1.008, 2.275], [0.739, -2.704, 2.289], [0.587, -0.882, -0.153], [0.925, -2.608, -0.234], [2.744, -0.126, 0.179], [-0.996, 2.127, -2.254], [-0.393, 2.765, -1.015], [1.305, 2.144, -0.793], [-1.259, 1.085, -2.078], [-0.296, 2.154, -3.091], [-1.899, 2.659, -2.556], [-0.360, 3.849, -1.109], [-0.971, 2.518, -0.129], [1.536, 2.695, 0.404]]}

{"formula": "C19H37NO4RuSi", "method": "ωB97M-V/def2-TZVPD", "homo_ev": [-2.0864, -3.5331], "multiplicity": 6, "s2": 8.7731, "mol_weight_g_mol": 472.7, "charge": -1, "symbols": ["C", "C", "C", "C", "C", "Ru", "N", "C", "C", "H", "H", "H", "H", "H", "H", "H", "H", "H", "H", "C", "C", "C", "C", "O", "Si", "O", "O", "C", "C", "C", "C", "O", "C", "C", "C", "C", "H", "H", "H", "H", "H", "H", "H", "H", "H", "H", "H", "H", "H", "H", "H", "H", "H", "H", "H", "H", "H", "H", "H", "H", "H", "H", "H"], "positions_angstrom": [[-0.419, 0.670, -4.341], [0.993, 0.802, -4.113], [1.181, 1.649, -2.984], [-0.071, 1.961, -2.424], [-1.090, 1.413, -3.272], [-0.301, -0.743, -2.773], [-2.148, -0.487, -2.657], [0.304, -2.565, -3.157], [1.583, -1.890, -3.139], [2.150, 2.028, -2.646], [1.770, 0.368, -4.750], [-0.275, 2.574, -1.539], [-2.140, 1.685, -3.242], [-0.894, 0.215, -5.216], [2.113, -1.678, -4.082], [0.040, -3.227, -2.315], [-2.462, -1.274, -3.249], [2.315, -2.105, -2.333], [-0.129, -2.840, -4.145], [1.888, 3.574, 1.538], [2.050, 2.095, 1.181], [3.081, 1.939, 0.067], [2.470, 1.328, 2.428], [0.765, 1.637, 0.692], [-0.072, 0.227, 0.549], [0.219, -0.576, -0.816], [0.166, -0.616, 1.959], [0.631, -1.982, 2.215], [1.750, -2.340, 1.255], [1.134, -2.034, 3.658], [-0.541, -2.941, 2.036], [-1.585, 0.875, 0.528], [-2.949, 0.460, 0.784], [-3.476, -0.435, -0.318], [-3.041, -0.264, 2.119], [-3.774, 1.745, 0.823], [2.850, 3.972, 1.895], [1.145, 3.705, 2.334], [1.579, 4.162, 0.665], [4.073, 2.238, 0.439], [3.132, 0.897, -0.278], [2.823, 2.583, -0.782], [1.678, 1.352, 3.188], [2.728, 0.287, 2.192], [3.370, 1.800, 2.856], [2.584, -1.634, 1.335], [2.133, -3.335, 1.515], [1.381, -2.360, 0.223], [0.341, -1.774, 4.372], [1.473, -3.053, 3.894], [1.984, -1.358, 3.812], [-1.306, -2.778, 2.808], [-0.982, -2.821, 1.036], [-0.183, -3.977, 2.130], [-2.816, -1.297, -0.442], [-4.485, -0.815, -0.100], [-3.529, 0.127, -1.257], [-2.646, 0.366, 2.927], [-4.103, -0.488, 2.324], [-2.493, -1.218, 2.096], [-3.449, 2.394, 1.646], [-3.683, 2.296, -0.122], [-4.832, 1.482, 0.973]]}

{"formula": "C40H53BaIN9PSe4Si3", "method": "ωB97M-V/def2-TZVPD", "homo_ev": -0.8891, "mol_weight_g_mol": 1355.2, "charge": -2, "symbols": ["Ba", "Se", "Se", "Se", "Se", "N", "P", "C", "C", "C", "C", "C", "C", "C", "C", "C", "C", "C", "C", "C", "C", "C", "C", "C", "N", "H", "H", "H", "H", "H", "H", "H", "H", "H", "H", "H", "H", "H", "H", "H", "C", "Si", "C", "C", "C", "Si", "C", "C", "C", "Si", "C", "C", "C", "C", "C", "C", "C", "N", "H", "H", "H", "H", "H", "H", "H", "H", "H", "H", "H", "H", "H", "H", "H", "H", "H", "H", "H", "H", "H", "H", "H", "H", "H", "H", "H", "H", "N", "C", "N", "C", "N", "N", "C", "N", "C", "C", "C", "C", "C", "N", "H", "H", "H", "H", "H", "H", "H", "H", "I", "C", "H", "H"], "positions_angstrom": [[0.391, -1.056, 0.107], [3.212, -1.139, 3.531], [5.126, -0.285, 2.553], [6.028, -1.868, 1.088], [5.738, -1.130, -1.088], [0.124, 2.430, 1.601], [-0.368, 1.246, 2.742], [-0.158, 2.202, 4.308], [0.689, 1.695, 5.289], [0.863, 2.387, 6.481], [0.215, 3.594, 6.689], [-0.608, 4.120, 5.699], [-0.793, 3.426, 4.516], [-2.191, 1.395, 2.570], [-3.029, 1.260, 3.678], [-4.407, 1.285, 3.526], [-4.967, 1.411, 2.262], [-4.142, 1.503, 1.152], [-2.764, 1.483, 1.303], [1.441, 2.363, 1.116], [2.253, 3.489, 1.095], [3.555, 3.359, 0.627], [3.996, 2.121, 0.204], [3.108, 1.061, 0.252], [1.854, 1.173, 0.685], [-0.156, 3.379, 1.810], [1.209, 0.759, 5.109], [1.515, 1.984, 7.246], [0.355, 4.130, 7.621], [-1.103, 5.072, 5.849], [-1.457, 3.828, 3.758], [-2.599, 1.142, 4.666], [-5.049, 1.202, 4.394], [-6.044, 1.433, 2.148], [-4.568, 1.575, 0.159], [-2.121, 1.537, 0.433], [1.879, 4.442, 1.449], [4.215, 4.217, 0.615], [5.000, 1.954, -0.159], [3.425, 0.080, -0.093], [0.778, 4.091, -2.468], [-0.717, 2.938, -2.745], [-1.888, 3.438, -1.319], [-1.580, 3.761, -4.253], [-0.348, 1.144, -2.889], [1.186, 0.834, -3.889], [1.432, -0.987, -4.386], [2.751, 1.411, -2.980], [1.228, 1.716, -5.592], [-1.760, 0.101, -3.384], [-3.406, 0.404, -2.472], [-2.274, 0.204, -5.237], [-1.493, -1.789, -3.138], [-2.240, -2.710, -3.876], [-2.020, -4.071, -3.736], [-1.038, -4.498, -2.855], [-0.357, -3.529, -2.141], [-0.576, -2.225, -2.264], [0.444, 5.111, -2.260], [1.424, 4.126, -3.350], [1.392, 3.760, -1.627], [-2.262, 4.458, -1.448], [-1.373, 3.391, -0.356], [-2.755, 2.778, -1.270], [-1.665, 4.846, -4.146], [-2.588, 3.355, -4.382], [-1.027, 3.558, -5.173], [1.741, -1.602, -3.537], [2.203, -1.072, -5.155], [0.510, -1.417, -4.784], [2.477, 1.766, -1.988], [3.234, 2.246, -3.495], [3.496, 0.622, -2.855], [0.394, 1.376, -6.212], [2.155, 1.514, -6.135], [1.133, 2.800, -5.484], [-3.772, 1.414, -2.677], [-3.266, 0.307, -1.394], [-4.176, -0.310, -2.772], [-2.213, 1.249, -5.549], [-3.291, -0.140, -5.445], [-1.590, -0.366, -5.872], [-2.999, -2.350, -4.559], [-2.603, -4.792, -4.297], [-0.815, -5.546, -2.714], [0.405, -3.820, -1.423], [-1.362, -1.855, 3.667], [-0.629, -2.965, 3.508], [-0.844, -3.953, 4.381], [-0.122, -5.040, 4.153], [-0.300, -6.099, 4.993], [0.795, -5.181, 3.199], [0.966, -4.116, 2.414], [0.252, -3.001, 2.493], [2.059, -4.222, 1.417], [3.024, -5.208, 1.601], [4.101, -5.269, 0.735], [4.178, -4.349, -0.293], [3.149, -3.430, -0.428], [2.113, -3.355, 0.400], [-2.036, -1.820, 4.407], [-1.304, -1.145, 2.961], [-1.137, -6.106, 5.547], [0.085, -6.975, 4.691], [2.919, -5.877, 2.440], [4.881, -6.007, 0.874], [5.016, -4.319, -0.975], [3.198, -2.706, -1.236], [-2.670, -3.957, 0.750], [-2.365, -1.796, 0.467], [-2.979, -1.378, 1.274], [-2.940, -1.627, -0.450]]}

Listing energy relative to the best compared isomer or geometry (same formula, charge and spin) for the structures above in their given order: 0.924, 1.543, 1.449, 0.343, 0.284, 0.602, 0.000 eV.